Entry 1:
Computed, not measured: a cluster of 2 separate species, C24H27BNO in total in a non-equilibrium geometry, with ωB97M-V/def2-TZVPD.

```
! wB97M-V def2-TZVPD RIJCOSX def2/J DEFGRID3
* xyz 1 1
C -4.16 2.71 2.78
C -3.73 1.37 2.73
C -2.36 1.06 2.77
C -1.38 2.10 2.90
C 0.04 1.87 3.11
O 0.91 2.93 2.98
C 2.27 2.84 3.25
C 2.86 1.58 3.34
C 4.23 1.43 3.11
C 5.05 2.55 3.00
C 4.47 3.83 3.03
C 3.08 3.98 3.07
C 1.95 0.43 3.13
C 0.54 0.64 3.45
C -1.82 3.43 2.86
C -3.19 3.73 2.85
H -5.23 2.95 2.79
H -4.46 0.56 2.66
H -2.07 0.00 2.67
H 4.65 0.44 2.92
H 6.13 2.45 2.87
H 5.13 4.69 2.95
H 2.66 4.97 2.90
H 2.37 -0.58 3.30
H -0.12 -0.22 3.33
H -1.08 4.23 2.85
H -3.49 4.78 2.88
C -2.81 -3.56 -2.82
C -2.02 -2.56 -3.66
C -1.81 -3.18 -5.05
C -2.83 -1.28 -3.83
C -0.67 -2.28 -3.06
C 0.43 -2.62 -3.85
C 1.71 -2.43 -3.37
N 1.93 -1.93 -2.12
B 3.42 -1.92 -1.95
H 1.78 0.52 2.08
C 0.84 -1.53 -1.35
C -0.48 -1.71 -1.78
H -3.06 -3.14 -1.84
H -3.73 -3.81 -3.36
H -2.23 -4.49 -2.69
H -1.27 -2.47 -5.70
H -1.25 -4.12 -4.96
H -2.76 -3.40 -5.53
H -2.28 -0.56 -4.43
H -3.76 -1.54 -4.36
H -3.09 -0.85 -2.86
H 0.36 -3.06 -4.86
H 2.58 -2.67 -4.00
H 3.96 -2.87 -1.50
H 3.94 -0.85 -2.16
H 1.12 -1.07 -0.39
H -1.29 -1.40 -1.11
*
```

Values from the calculation:
frontier orbital gap = 5.134 eV



Entry 2:
Computed, not measured: a cluster of 13 separate species, C53H84N8O31 in total in a non-equilibrium geometry, with ωB97M-V/def2-TZVPD.

```
! wB97M-V def2-TZVPD RIJCOSX def2/J DEFGRID3
* xyz 0 1
C 3.24 2.86 -0.28
N 4.06 3.68 -1.24
O 4.65 3.05 -2.15
O 4.04 4.86 -1.03
H 2.23 3.01 -0.64
H 3.52 3.21 0.71
H 3.58 1.83 -0.30
C 2.14 -2.79 0.15
N 0.83 -3.43 0.50
O 0.27 -4.10 -0.36
O 0.28 -2.95 1.47
H 1.93 -1.92 -0.48
H 2.76 -3.57 -0.28
H 2.67 -2.43 1.03
C -1.52 5.91 -0.51
N -0.90 4.69 -0.98
O -1.64 4.14 -1.85
O 0.26 4.41 -0.69
H -1.87 6.48 -1.38
H -0.76 6.57 -0.08
H -2.39 5.70 0.11
C 6.19 1.69 3.15
C 4.69 1.31 3.05
C 4.22 0.58 4.29
O 2.79 0.72 4.41
C 2.02 -0.20 3.70
N 3.84 2.47 2.97
H 6.58 2.05 2.20
H 6.82 0.88 3.53
H 6.33 2.53 3.82
H 4.47 0.68 2.18
H 4.66 0.91 5.23
H 4.59 -0.45 4.21
H 2.12 -1.06 4.36
H 2.36 -0.60 2.74
H 0.99 0.16 3.71
H 4.04 3.03 3.78
H 2.86 2.26 3.03
C 0.28 1.10 0.63
C -0.88 0.85 -0.27
C -0.84 -0.52 -0.96
O 0.10 -0.57 -2.02
C -0.10 -1.76 -2.87
N -2.00 0.87 0.67
H 1.25 1.04 0.15
H 0.37 0.42 1.47
H 0.28 2.12 1.03
H -1.17 1.58 -1.02
H -1.85 -0.70 -1.33
H -0.56 -1.29 -0.24
H -1.11 -1.80 -3.27
H 0.09 -2.56 -2.15
H 0.49 -1.78 -3.78
H -2.68 0.23 0.27
H -1.63 0.31 1.43
C -5.52 -0.18 0.52
C -6.90 -0.47 0.88
C -7.00 -1.60 1.95
O -6.39 -1.11 3.20
C -6.19 -2.12 4.15
N -7.45 0.80 1.39
H -5.06 0.42 1.29
H -5.43 0.56 -0.28
H -4.92 -1.08 0.46
H -7.44 -0.85 0.01
H -6.47 -2.51 1.67
H -8.02 -1.89 2.19
H -6.00 -3.11 3.72
H -7.11 -2.28 4.71
H -5.44 -1.89 4.91
H -7.18 1.54 0.76
H -6.87 1.01 2.19
C -3.92 -7.61 -1.89
C -3.57 -6.38 -2.63
C -2.71 -5.41 -1.78
O -3.65 -4.78 -0.80
C -3.00 -4.23 0.31
N -2.80 -6.64 -3.82
H -4.52 -7.35 -1.01
H -3.09 -8.26 -1.61
H -4.66 -8.19 -2.43
H -4.56 -5.99 -2.89
H -2.28 -4.57 -2.33
H -1.79 -5.81 -1.35
H -3.70 -3.76 1.00
H -2.27 -3.44 0.13
H -2.38 -4.93 0.86
H -2.50 -5.75 -4.18
H -3.31 -6.98 -4.62
C 0.72 -0.51 -6.78
C -0.59 -0.17 -6.00
C -1.06 1.23 -6.47
O -2.37 1.54 -5.87
C -2.34 2.12 -4.63
N -1.54 -1.28 -6.23
H 1.48 0.28 -6.79
H 0.52 -0.88 -7.78
H 1.26 -1.20 -6.14
H -0.37 -0.20 -4.94
H -1.32 1.13 -7.52
H -0.33 2.04 -6.41
H -1.92 1.43 -3.90
H -3.37 2.37 -4.37
H -1.78 3.06 -4.56
H -1.25 -2.04 -5.64
H -2.41 -0.98 -5.81
C -2.03 5.36 3.00
C -2.02 4.01 2.69
C -1.60 2.96 3.58
O -1.68 1.78 3.25
C -1.35 3.51 4.95
C -1.31 4.80 5.32
C -1.57 5.89 4.32
O -1.57 7.07 4.59
O -1.03 5.18 6.58
O -2.45 3.56 1.48
H -2.29 6.08 2.23
H -1.03 2.77 5.67
H -0.98 6.13 6.75
H -2.28 2.62 1.42
C 2.47 8.27 2.26
C 2.75 8.36 3.56
C 2.61 7.21 4.53
O 2.89 7.32 5.71
C 2.08 6.02 3.91
C 1.97 5.87 2.57
C 2.18 7.00 1.55
O 1.92 6.99 0.31
O 1.18 4.86 2.13
O 3.07 9.53 4.12
H 2.62 9.18 1.70
H 1.67 5.22 4.50
H 1.09 4.92 1.18
H 3.01 9.40 5.07
C -0.73 -2.83 5.98
C -1.35 -1.93 5.10
C -2.16 -2.34 3.92
O -2.85 -1.68 3.21
C -2.09 -3.82 3.72
C -1.64 -4.75 4.61
C -0.85 -4.30 5.79
O -0.53 -5.06 6.63
O -1.77 -6.08 4.44
O -1.35 -0.57 5.27
H -0.04 -2.43 6.71
H -2.59 -4.21 2.84
H -1.62 -6.52 5.28
H -1.61 -0.15 4.44
C 4.78 0.06 -3.86
C 5.01 0.69 -4.98
C 4.20 1.84 -5.52
O 4.54 2.56 -6.42
C 3.02 2.07 -4.72
C 2.71 1.41 -3.61
C 3.56 0.29 -3.02
O 3.32 -0.45 -2.07
O 1.62 1.66 -2.85
O 6.12 0.41 -5.71
H 5.48 -0.69 -3.53
H 2.46 2.99 -4.84
H 1.23 0.89 -2.42
H 6.18 1.11 -6.36
C 4.41 -6.48 -4.36
C 4.87 -5.22 -4.43
C 4.29 -4.09 -3.72
O 4.70 -2.90 -3.73
C 3.11 -4.49 -2.97
C 2.64 -5.77 -2.84
C 3.17 -6.96 -3.68
O 2.67 -8.03 -3.81
O 1.54 -6.03 -2.12
O 6.11 -5.04 -4.92
H 4.94 -7.20 -4.96
H 2.57 -3.69 -2.48
H 1.14 -6.88 -2.33
H 6.20 -4.13 -5.22
*
```

Values from the calculation:
frontier orbital gap = 7.238 eV



Entry 3:
Computed, not measured: a cluster of 2 separate species, C7H14O2 in total in a non-equilibrium geometry, with ωB97M-V/def2-TZVPD.

```
! wB97M-V def2-TZVPD RIJCOSX def2/J DEFGRID3
* xyz 0 1
C 1.47 -1.01 1.49
C 0.41 -0.97 0.70
C 0.41 -1.57 -0.67
C -0.86 -0.26 1.15
C -2.11 -1.12 1.01
O -1.04 0.98 0.46
H 2.41 -1.42 1.15
H 1.48 -0.52 2.45
H 0.11 -0.85 -1.43
H -0.29 -2.41 -0.73
H 1.40 -1.93 -0.93
H -0.74 0.03 2.20
H -2.31 -1.35 -0.04
H -2.97 -0.60 1.43
H -1.98 -2.06 1.55
H -1.15 0.83 -0.53
C 0.39 1.91 -2.07
C 1.38 2.14 -1.20
O 1.26 2.22 0.12
H 0.61 1.87 -3.13
H -0.64 2.13 -1.85
H 2.42 2.13 -1.51
H 0.31 1.84 0.39
*
```

Values from the calculation:
frontier orbital gap = 9.513 eV



Entry 4:
Computed, not measured: a cluster of 4 separate species, C36H72INO13S in total in a non-equilibrium geometry, with ωB97M-V/def2-TZVPD.

```
! wB97M-V def2-TZVPD RIJCOSX def2/J DEFGRID3
* xyz 0 1
C -0.63 6.30 1.09
C -2.16 6.16 1.23
C -2.60 4.71 1.47
C -2.72 3.93 0.15
C -2.60 2.40 0.21
C -1.57 1.86 1.19
C -1.50 0.31 1.21
C -0.08 -0.27 1.08
C 0.46 -1.04 2.32
C 1.21 -0.27 3.46
C 0.61 -0.71 4.82
C -0.88 -0.47 5.06
O -1.18 -0.76 6.44
C -1.36 -2.06 6.74
O -1.96 -2.83 6.06
N 2.66 -0.72 3.54
C 3.51 0.39 3.54
O 4.60 0.42 4.05
C 2.80 1.45 2.74
C 3.07 1.05 1.27
C 2.77 2.16 0.32
O 2.25 3.18 0.57
I 3.38 1.76 -1.72
C 1.35 1.27 3.25
S 1.35 2.33 4.74
H -0.12 5.71 1.86
H -0.29 5.92 0.13
H -0.30 7.33 1.20
H -2.61 6.51 0.30
H -2.50 6.80 2.05
H -3.56 4.72 1.99
H -1.86 4.26 2.13
H -3.72 4.16 -0.26
H -2.01 4.34 -0.58
H -3.57 1.93 0.40
H -2.31 2.06 -0.79
H -1.82 2.21 2.20
H -0.59 2.29 0.95
H -2.10 -0.06 0.38
H -1.98 -0.07 2.12
H 0.57 0.54 0.78
H -0.07 -0.98 0.25
H 1.17 -1.80 1.97
H -0.38 -1.59 2.73
H 1.16 -0.20 5.62
H 0.77 -1.79 4.90
H -1.19 0.56 4.89
H -1.51 -1.11 4.44
H -0.90 -2.34 7.70
H 2.84 -1.25 4.39
H 3.19 2.46 2.88
H 4.13 0.79 1.16
H 2.52 0.16 0.97
H 0.66 1.71 2.54
H 0.14 2.04 5.23
C 9.53 1.99 -8.13
O 8.70 2.70 -7.23
C 7.32 2.68 -7.54
C 6.45 2.37 -6.34
O 6.57 1.06 -5.82
C 7.74 0.69 -5.12
C 7.90 1.31 -3.75
O 8.15 2.70 -3.81
C 7.39 3.48 -2.91
H 9.79 2.60 -9.00
H 10.44 1.73 -7.59
H 9.05 1.07 -8.47
H 7.11 1.94 -8.33
H 7.02 3.67 -7.92
H 5.42 2.44 -6.68
H 6.59 3.13 -5.56
H 8.64 0.84 -5.72
H 7.63 -0.39 -4.96
H 8.75 0.81 -3.26
H 7.00 1.10 -3.16
H 6.37 3.09 -2.82
H 7.35 4.49 -3.30
H 7.86 3.51 -1.92
C 1.12 -4.52 -4.66
O 0.80 -5.30 -3.53
C 1.38 -4.86 -2.32
C 0.39 -4.84 -1.17
O -0.63 -3.86 -1.27
C -1.65 -4.00 -2.25
C -2.62 -5.14 -2.02
O -2.03 -6.41 -2.20
C -2.34 -7.36 -1.21
H 2.07 -4.81 -5.10
H 0.33 -4.67 -5.40
H 1.16 -3.45 -4.42
H 1.82 -3.87 -2.43
H 2.18 -5.56 -2.04
H 0.96 -4.54 -0.29
H -0.02 -5.83 -0.98
H -1.24 -4.04 -3.26
H -2.23 -3.08 -2.17
H -3.43 -5.02 -2.75
H -3.06 -5.05 -1.02
H -2.39 -6.91 -0.21
H -1.55 -8.11 -1.21
H -3.30 -7.86 -1.42
C -8.46 -0.41 -0.27
O -8.03 0.09 0.97
C -8.87 -0.22 2.07
C -8.10 -0.72 3.27
O -7.50 -1.99 3.12
C -6.38 -2.13 2.28
C -5.09 -1.51 2.78
O -5.16 -0.09 2.78
C -4.64 0.53 3.93
H -9.19 0.27 -0.75
H -7.59 -0.48 -0.92
H -8.91 -1.40 -0.18
H -9.63 -0.96 1.79
H -9.39 0.70 2.37
H -8.84 -0.86 4.07
H -7.39 0.03 3.62
H -6.59 -1.81 1.26
H -6.20 -3.21 2.24
H -4.29 -1.83 2.11
H -4.87 -1.89 3.78
H -4.87 -0.04 4.84
H -5.10 1.52 4.02
H -3.56 0.65 3.85
*
```

Values from the calculation:
frontier orbital gap = 9.406 eV



So what do the calculations give for highest occupied orbital energy? Going down the list: -9.59; -9.29; -8.64; -9.07 eV.